Entry 1:
# C5H15N2O

A cluster of 2 separate species, C5H15N2O in total at a distorted geometry (the ωB97M-V functional and the def2-TZVPD basis, the OMol25 dataset).

Geometry as XYZ:
```
23
Properties=species:S:1:pos:R:3:lowdin_charge:R:1
N -5.021 0.537 0.135 -0.023
C 1.944 -0.375 2.029 -0.025
C 1.365 0.377 0.847 0.009
N 1.505 -0.313 -0.455 -0.094
C 2.766 -0.431 -1.273 0.002
C 0.360 0.208 -1.220 -0.183
C -0.979 -0.181 -0.646 -0.238
O -1.311 0.667 0.452 -0.035
H -4.651 0.151 1.012 -0.001
H -5.796 1.124 0.427 0.003
H 2.096 -1.472 1.818 0.113
H 2.872 0.125 2.396 0.119
H 1.307 -0.522 2.946 0.124
H -0.346 0.765 0.960 0.118
H 1.638 1.451 0.824 0.175
H 3.395 0.551 -1.401 0.139
H 3.441 -1.084 -0.759 0.075
H 2.591 -0.820 -2.301 0.112
H 0.429 -0.100 -2.241 0.126
H 0.361 1.284 -1.284 0.145
H -1.695 -0.315 -1.448 0.129
H -1.072 -1.328 -0.319 0.171
H -5.199 -0.298 -0.500 0.039
```

Properties
* spin multiplicity: 1
* energy relative to the best compared isomer or geometry (same formula, charge and spin): 153.8 kcal per mole
* LUMO energy: -7.6 eV
* total charge: +1
* DFT total energy: -383.80597 hartree

Entry 2:
# C5H15N2O

A cluster of 3 separate species, C5H15N2O in total at a distorted geometry (the ωB97M-V functional and the def2-TZVPD basis, the OMol25 dataset).

Geometry as XYZ:
```
23
Properties=species:S:1:pos:R:3:lowdin_charge:R:1
N -1.446 1.204 2.416 0.098
C -3.593 0.757 -0.804 -0.084
C -4.550 1.631 -0.520 -0.065
N 1.889 -2.027 0.399 0.186
C 3.554 -1.142 -1.131 -0.020
C 2.100 -1.161 -0.716 -0.325
C 1.538 0.298 -0.294 -0.194
O 0.462 0.081 0.367 0.099
H -1.176 2.102 2.800 0.039
H -0.692 0.820 1.862 -0.029
H -1.643 0.565 3.179 0.039
H -2.732 0.689 -0.160 0.010
H -3.667 0.150 -1.691 0.040
H -5.425 1.736 -1.149 0.050
H -4.494 2.252 0.354 0.042
H 1.814 -3.024 0.194 0.150
H 3.840 -2.113 -1.526 0.108
H 3.727 -0.376 -1.894 0.108
H 4.157 -0.918 -0.251 0.102
H 1.458 -1.419 -1.570 0.190
H 1.440 0.941 -1.172 0.149
H 2.355 0.679 0.360 0.204
H 1.085 -1.726 0.947 0.102
```

Properties
* spin multiplicity: 1
* energy relative to the best compared isomer or geometry (same formula, charge and spin): 184.3 kcal per mole
* LUMO energy: -9.5 eV
* total charge: +1
* DFT total energy: -383.75726 hartree

Entry 3:
# C5H15N2O

A cluster of 2 separate species, C5H15N2O in total at a distorted geometry (the ωB97M-V functional and the def2-TZVPD basis, the OMol25 dataset).

Geometry as XYZ:
```
23
Properties=species:S:1:pos:R:3:lowdin_charge:R:1
C 1.536 -1.587 0.730 -0.053
C 1.727 -0.155 1.196 -0.179
N 1.633 0.761 0.015 -0.027
C 1.868 2.223 0.230 0.017
H 2.417 -1.894 0.158 0.091
H 1.423 -2.275 1.562 0.092
H 0.689 -1.683 0.052 0.069
H 0.916 0.141 1.863 0.126
H 2.673 0.043 1.693 0.133
H 0.726 0.628 -0.468 0.084
H 2.336 0.442 -0.664 0.180
H 1.292 2.522 1.103 0.104
H 1.472 2.728 -0.646 0.107
H 2.921 2.429 0.385 0.104
C -1.562 -0.551 -1.455 -0.319
N -2.487 -0.803 -0.523 0.009
C -2.433 -0.221 0.813 -0.045
O -0.653 0.268 -1.345 -0.039
H -1.705 -1.127 -2.375 0.147
H -3.112 -1.571 -0.694 0.143
H -1.699 0.577 0.817 0.073
H -2.150 -0.960 1.563 0.091
H -3.414 0.184 1.050 0.094
```

Properties
* spin multiplicity: 1
* energy relative to the best compared isomer or geometry (same formula, charge and spin): 3.0 kcal per mole
* LUMO energy: -2.6 eV
* total charge: +1
* DFT total energy: -384.04629 hartree

Entry 4:
# C5H15N2O

The ion C5H15N2O with charge +1 at a distorted geometry (the ωB97M-V functional and the def2-TZVPD basis, the OMol25 dataset).

Geometry as XYZ:
```
23
Properties=species:S:1:pos:R:3:lowdin_charge:R:1
N 0.016 -0.767 2.464 -0.063
C 0.081 0.830 2.452 -0.160
C -0.910 1.103 1.232 -0.233
C -0.121 1.049 -0.027 -0.167
C -0.356 -0.319 -0.770 -0.309
N 0.493 -1.386 -0.218 0.140
C -0.241 -0.312 -2.253 -0.226
O 0.920 0.301 -2.904 -0.083
H 0.775 -1.292 3.128 0.157
H -0.890 -1.047 2.774 0.052
H -0.032 1.312 3.490 0.129
H 1.084 1.090 2.029 0.097
H -1.471 2.164 1.427 0.160
H -1.921 0.506 1.251 0.137
H -0.557 1.737 -0.725 0.116
H 0.933 1.406 -0.007 0.144
H -1.459 -0.727 -0.473 0.205
H 0.197 -1.397 0.802 0.098
H 0.532 -2.434 -0.549 0.220
H 1.491 -1.362 -0.427 0.165
H -0.300 -1.406 -2.568 0.139
H -1.188 0.120 -2.642 0.136
H 1.161 -0.113 -3.809 0.146
```

Properties
* spin multiplicity: 1
* energy relative to the best compared isomer or geometry (same formula, charge and spin): 75.5 kcal per mole
* LUMO energy: -3.2 eV
* total charge: +1
* DFT total energy: -383.93068 hartree

Entry 5:
# C5H15N2O

A cluster of 2 separate species, C5H15N2O in total at a distorted geometry (the ωB97M-V functional and the def2-TZVPD basis, the OMol25 dataset).

Geometry as XYZ:
```
23
Properties=species:S:1:pos:R:3:lowdin_charge:R:1
N -2.709 -1.000 1.471 0.082
C -1.872 -0.449 0.477 -0.381
C -1.830 -1.137 -0.886 -0.031
C -0.410 -0.431 1.169 -0.147
N 0.467 0.139 0.317 0.208
C 1.121 1.295 0.722 -0.147
C 2.171 1.791 -0.281 -0.223
O 3.164 0.819 -0.527 -0.056
H -2.152 0.594 0.365 0.145
H -3.697 -0.936 1.270 0.117
H -2.468 -1.945 1.745 0.107
H 2.588 -0.423 -2.953 0.008
H -1.078 -0.669 -1.525 0.082
H -2.804 -1.050 -1.349 0.092
H -1.598 -2.193 -0.764 0.094
H -0.467 0.041 2.148 0.140
H -0.160 -1.501 1.273 0.187
H 2.717 -0.800 -3.590 0.044
H 0.351 2.066 0.914 0.186
H 1.579 1.102 1.712 0.182
H 2.663 2.649 0.149 0.129
H 1.679 2.079 -1.207 0.124
H 2.747 -0.042 -0.650 0.059
```

Properties
* spin multiplicity: 1
* energy relative to the best compared isomer or geometry (same formula, charge and spin): 138.7 kcal per mole
* LUMO energy: -7.9 eV
* total charge: +1
* DFT total energy: -383.82993 hartree

Entry 6:
# C5H15N2O

A structure of composition C5H15N2O at a distorted geometry (the ωB97M-V functional and the def2-TZVPD basis, the OMol25 dataset).

Geometry as XYZ:
```
23
Properties=species:S:1:pos:R:3:lowdin_spin:R:1
C -0.946 -0.925 1.280 0.005
C -1.183 1.461 0.346 0.004
C -1.885 -0.509 -1.104 0.052
C 2.100 -0.100 0.245 0.588
C -0.946 0.000 0.012 0.045
N 2.452 1.224 -0.138 0.476
N 0.444 -0.253 -0.608 0.547
O 2.824 -1.128 -0.175 0.144
H -1.965 -0.854 1.686 0.000
H -0.560 -1.979 1.171 0.001
H -0.172 -0.573 2.070 0.002
H -1.164 2.172 -0.440 0.001
H -0.339 1.746 0.949 0.003
H -2.082 1.471 0.822 0.000
H -1.849 0.229 -1.807 0.000
H -1.568 -1.450 -1.704 0.003
H -2.948 -0.697 -0.683 0.016
H 1.624 -0.262 1.169 0.048
H 1.691 1.845 -0.032 0.023
H 2.899 1.262 -1.020 0.021
H 0.315 -1.177 -1.091 0.012
H 0.653 0.262 -1.452 0.007
H 2.604 -1.764 0.504 0.002
```

Properties
* spin multiplicity: 3
* energy relative to the best compared isomer or geometry (same formula, charge and spin): 53.2 kcal per mole
* LUMO energy (alpha / beta): -2.9 / -8.1 eV
* total charge: +1
* DFT total energy: -383.73901 hartree